[1]
A 3-piece molecular cluster, C21H47NO10 overall. Source: OMol25; level of theory: wB97M-V/def2-TZVPD.

```
79
Properties=species:S:1:pos:R:3
C -2.4908 -4.5239 0.6417
C -2.5112 -3.7871 1.9750
C -2.8276 -2.2919 1.7179
C -1.1959 -3.8910 2.7541
C -1.4725 -3.5913 4.2316
C -0.5396 -5.2526 2.7050
O 0.0051 -5.5966 1.4443
O 1.3125 -4.9838 1.4181
C 1.4352 -4.3996 0.1652
O 1.2132 -4.9940 -0.8832
O 1.8183 -3.1059 0.2498
C 3.1799 -2.8712 0.7213
C 3.1782 -2.1398 2.0454
N 2.7830 -2.9127 3.2038
H -3.3970 -4.2842 0.1033
H -2.4941 -5.5957 0.7983
H -1.6298 -4.2529 0.0523
H -3.3073 -4.1499 2.6139
H -3.4183 -1.8496 2.5082
H -1.9045 -1.7271 1.6472
H -3.3256 -2.1678 0.7677
H -0.4991 -3.1293 2.4224
H -0.5779 -3.6447 4.8371
H -2.1722 -4.3358 4.6010
H -1.9669 -2.6387 4.3456
H -1.2196 -6.0441 2.9902
H 0.2654 -5.2740 3.4348
H 3.6431 -2.2570 -0.0390
H 3.7072 -3.8166 0.7779
H 4.1673 -1.7198 2.2001
H 2.4993 -1.3016 1.9513
H 3.3396 -3.7489 3.2928
H 1.8190 -3.1874 3.1144
C 0.2626 4.3354 3.8549
O 1.4074 4.2153 3.0417
C 2.4221 3.4133 3.6210
C 3.2198 2.6811 2.5664
O 2.5436 1.5835 1.9735
C 1.4994 1.8550 1.0505
C 1.9568 2.3988 -0.2831
O 2.3019 3.7706 -0.1893
C 3.2880 4.1558 -1.1194
H 0.4774 4.9114 4.7623
H -0.4973 4.8583 3.2773
H -0.1288 3.3507 4.1358
H 1.9872 2.6818 4.3110
H 3.1018 4.0652 4.1862
H 4.0821 2.2363 3.0686
H 3.6025 3.3704 1.8121
H 0.7329 2.4930 1.4930
H 1.0413 0.8812 0.8590
H 1.1358 2.2997 -1.0070
H 2.8100 1.8101 -0.6399
H 4.1822 3.5280 -1.0299
H 3.5637 5.1851 -0.8985
H 2.9098 4.1026 -2.1471
C -3.4118 -0.7514 -5.0778
O -2.5041 0.1293 -4.4561
C -1.2323 0.1529 -5.0809
C -0.5824 1.5125 -4.9624
O -1.1327 2.5077 -5.8099
C -2.3892 3.0698 -5.4638
C -2.3509 4.0083 -4.2799
O -2.2669 3.2892 -3.0621
C -1.5973 3.9966 -2.0442
H -3.1065 -1.7958 -4.9465
H -4.3832 -0.6066 -4.6088
H -3.5051 -0.5334 -6.1480
H -1.3195 -0.1101 -6.1408
H -0.5884 -0.5888 -4.5890
H 0.4510 1.4027 -5.2997
H -0.5531 1.8438 -3.9226
H -3.1487 2.2984 -5.3273
H -2.6757 3.6612 -6.3363
H -3.2729 4.6059 -4.2701
H -1.4959 4.6858 -4.3872
H -0.6016 4.3138 -2.3765
H -1.4790 3.3210 -1.1987
H -2.1723 4.8715 -1.7200
```

Properties
HOMO = -9.2 eV
HOMO-LUMO gap = 9.7 eV
SMILES = CC(C)[C@@H](C)COOC(=O)OCCN.COCCOCCOC.COCCOCCOC

---

[2]
C29H31FeN4O3P2S as an isolated structure. Source: OMol25; level of theory: wB97M-V/def2-TZVPD.

```
71
Properties=species:S:1:pos:R:3
Fe 0.2051 0.7418 -0.2024
C -2.2459 0.2562 -3.0076
P -0.5929 -0.3000 -2.4790
C 0.3848 -0.1404 -4.0112
C -0.7653 -2.1045 -2.2574
C -1.6782 -2.8638 -2.9813
C -1.7991 -4.2247 -2.7484
C -1.0066 -4.8402 -1.7890
C -0.0872 -4.0961 -1.0671
C 0.0441 -2.7312 -1.2936
P 1.2092 -1.6489 -0.3983
C 2.7929 -1.9562 -1.2564
C 1.4899 -2.4406 1.2157
H -2.5321 -0.1597 -3.9737
H -2.2291 1.3438 -3.0951
H -2.9769 -0.0350 -2.2529
H -0.0370 -0.7430 -4.8168
H 1.4111 -0.4612 -3.8337
H 0.4158 0.9033 -4.3337
H -2.3135 -2.3960 -3.7226
H -2.5221 -4.8036 -3.3081
H -1.1104 -5.9007 -1.6002
H 0.5223 -4.5822 -0.3151
H 2.9972 -3.0258 -1.3152
H 3.5936 -1.4569 -0.7115
H 2.7614 -1.5495 -2.2665
H 1.9084 -3.4437 1.1317
H 0.5500 -2.4741 1.7664
H 2.1909 -1.8110 1.7663
S 2.1280 1.4511 4.0592
C 0.6818 0.5719 4.4676
C 0.1810 0.2776 5.7286
C -0.9540 -0.5081 5.8093
C -1.5599 -0.9975 4.6494
C -1.0668 -0.6977 3.3943
C 0.0594 0.1208 3.2932
N 0.6955 0.5220 2.1303
C 1.7986 1.1690 2.3736
C 2.7167 1.5173 1.2927
C 3.9338 2.1580 1.5400
C 4.8034 2.3950 0.4903
C 4.4424 1.9894 -0.7960
C 3.2218 1.3753 -1.0187
C 2.3227 1.1114 0.0133
H 0.6751 0.6419 6.6196
H -1.3677 -0.7553 6.7777
H -2.4360 -1.6278 4.7298
H -1.5430 -1.0909 2.5087
H 4.1977 2.4707 2.5443
H 5.7469 2.8966 0.6609
H 5.1140 2.1724 -1.6256
H 2.9575 1.1179 -2.0415
C -3.7781 2.1027 -0.0850
C -2.6793 1.5831 0.8281
C -2.9298 1.9749 2.2750
O -1.4073 2.0830 0.3872
C -2.5735 0.0447 0.6911
O -3.5641 -0.6088 0.9680
O -1.4310 -0.4266 0.3266
H -3.8766 3.1865 0.0172
H -4.7236 1.6373 0.1867
H -3.5573 1.8674 -1.1261
H -3.0802 3.0546 2.3540
H -2.0908 1.6866 2.9051
H -3.8247 1.4681 2.6330
H -1.3617 3.0446 0.3622
N 1.5550 3.1207 -5.4320
C 0.9460 3.4275 -4.4964
N 0.2100 3.8115 -3.4536
C 0.3616 3.1077 -2.3881
N 0.4761 2.4974 -1.3970
```

Properties
Multiplicity = 6
HOMO (alpha / beta) = -7.9 / -8.4 eV
HOMO-LUMO gap (alpha / beta) = 7.7 / 7.8 eV
<S²> = 8.76